Record 1
C40H83ClI2N5O14P2Si | wB97M-V/def2-TZVPD

Calculated values
- HOMO (eV) = -4.475
- F_max (eV Å⁻¹) = 3.2
- LUMO (eV) = 1.96
- Kohn-Sham gap (hartree) = 0.237
- M (g/mol) = 1237.4

Geometry as ORCA input:
```
! RIJCOSX wB97M-V def2-TZVPD def2/J DEFGRID3
* xyz -1 1
I 5.2201 -1.5117 5.3552
I 2.0675 -0.1150 5.7230
Cl -0.1557 -2.8761 4.5107
P 1.1280 -2.3050 2.9350
P 1.6434 0.1849 -0.1123
Si 0.3478 -0.6703 -1.8039
O 7.0450 -2.0218 -0.0843
O 2.8503 6.6598 3.0228
O 0.4808 1.4364 0.2363
O -9.6415 -2.2349 0.8093
O 0.6026 -0.8168 0.9469
O -6.3866 -6.4530 -1.9306
O 4.1329 4.8321 2.9567
O 2.0470 3.6891 -0.5386
O 0.6849 -3.3124 1.6810
O 2.6607 0.5290 1.2919
O 7.2515 -2.7342 -5.0188
O -4.8571 -2.8188 2.4371
O -1.4137 7.4209 -1.2917
O 4.9521 -2.3514 -0.7425
N -6.8039 -2.5342 3.5596
N 9.0972 -4.0292 -5.3219
N -9.8114 -2.7747 -1.3983
N -0.7098 9.5840 -1.4164
N -4.9693 -5.9738 -0.2163
C 4.1263 -0.7458 3.6715
C -9.3312 -3.5834 -2.5061
C 10.5274 -4.0994 -5.5400
C -1.8269 -0.4746 3.0531
C -2.8923 0.6564 3.0839
C 4.1740 6.3611 1.0830
C -0.4492 0.2251 2.9786
C 2.6343 1.3687 -1.1958
C -1.0626 10.9852 -1.5121
C -5.4552 -6.7498 -1.1987
C 1.3685 -1.0841 -3.3763
C 1.8836 1.8303 3.0094
C 2.7763 -1.3708 -0.3277
C 0.7049 -0.5356 2.3120
C 2.9180 -0.2282 3.7377
C 4.1809 -1.1162 -0.8540
C -3.8597 -6.3862 0.6225
C 6.6977 -2.1074 -2.4270
C 3.4391 3.7321 2.2480
C -1.6450 8.6114 -1.3704
C 1.0575 5.8577 0.0460
C -2.1950 -1.3812 1.8669
C 0.8936 4.5253 -0.6707
C -10.8845 -1.8236 -1.6264
C 1.9442 2.6841 -1.5556
C 2.0933 0.3386 2.5545
C -7.4682 -2.0220 2.3661
C -7.5484 -2.6392 4.7966
C 3.6367 6.0036 2.4578
C 0.6947 9.2110 -1.3681
C -5.5148 -2.8958 3.4625
C 6.2786 -2.1468 -0.9568
C -0.4917 -2.3207 -1.3222
C -5.5772 -4.6760 0.0123
C 8.3345 -5.2622 -5.2260
C 4.8905 -0.8469 2.3764
C 3.2651 2.5329 3.2045
C 8.4451 -2.8517 -5.2039
C -1.0741 0.4709 -2.3711
C -9.2906 -2.8799 -0.1650
H 6.6863 -3.1189 -2.8236
H -6.6359 -4.8109 0.2466
H -3.1098 -1.9327 2.1214
H -0.6145 1.1902 2.4879
H 4.0909 3.4183 1.4301
H -2.4508 -0.7696 0.9898
H -10.1517 -4.1876 -2.8986
H 4.8427 0.0537 1.7712
H -8.4835 -3.6300 -0.1059
H 1.3420 1.9336 3.9535
H 3.7045 7.2721 0.7108
H -4.1809 -6.4121 1.6657
H 2.3048 -1.6066 -3.1755
H 1.5599 -0.1439 -3.9122
H 4.6905 -0.2598 -0.4058
H -1.3601 -2.1815 -0.6776
H -1.0693 1.4819 -1.9542
H -5.0840 -4.1635 0.8343
H 8.9951 -6.1188 -5.3399
H -6.9397 -1.1332 2.0153
H 0.6906 4.7541 -1.7307
H -8.4028 -3.3044 4.6533
H 5.2604 6.4881 1.1066
H 7.7002 -1.6893 -2.4909
H 0.8984 8.6708 -0.4441
H 4.1049 1.8706 2.9971
H -1.9982 -1.0207 3.9832
H 1.3325 2.4069 2.2637
H 7.8371 -5.3113 -4.2567
H -1.0799 0.5649 -3.4662
H -3.5109 -7.3764 0.3331
H -3.0390 -5.6745 0.5179
H -0.1719 0.4844 4.0048
H -0.6358 11.4092 -2.4242
H 0.2227 -3.0600 -0.9573
H 5.9631 -1.4894 -2.9439
H 0.0370 3.9458 -0.3001
H 1.3181 10.1013 -1.4148
H 9.1133 -1.9766 -5.2901
H 7.5714 -5.2822 -6.0055
H 10.7299 -4.6183 -6.4800
H 2.3485 -2.1755 -0.9392
H 3.9408 5.5778 0.3537
H -8.5291 -4.2446 -2.1799
H -2.8056 1.3229 2.2198
H 0.7024 -1.6598 -4.0330
H -1.4047 -2.0936 1.6243
H -8.4954 -1.7732 2.5845
H 0.9286 8.5554 -2.2085
H 0.9236 2.5573 -1.9178
H -4.9251 -7.7136 -1.2915
H -11.7317 -2.0661 -0.9831
H 0.6238 -4.2199 2.0143
H 2.5014 3.1027 -2.4219
H -0.8813 -2.7210 -2.2783
H -3.9084 0.2496 3.1524
H -5.0904 -3.2789 4.4065
H 5.9497 -0.9762 2.6241
H 4.6032 -1.7514 1.8369
H -2.7446 1.2562 3.9943
H -7.4301 -2.7771 1.5887
H 2.4748 4.1199 1.9222
H -10.5413 -0.8181 -1.3790
H -2.6766 9.0041 -1.4128
H -0.6668 11.5226 -0.6473
H -8.9542 -2.9316 -3.2965
H 3.2826 2.9611 4.2101
H 1.1904 5.6712 1.1159
H -2.0305 0.0179 -2.0716
H 10.9547 -3.0995 -5.5885
H 1.8714 6.4543 -0.3724
H 3.5597 1.6341 -0.6630
H 0.1274 6.4158 -0.1247
H -0.3987 1.0664 0.3676
H 4.1153 -0.9046 -1.9337
H -6.9171 -3.0376 5.5893
H -11.1960 -1.8567 -2.6678
H 10.9970 -4.6466 -4.7195
H 2.9001 -1.7945 0.6713
H -2.1442 11.1049 -1.5386
H -7.9084 -1.6513 5.0916
H 2.9402 0.9295 -2.1516
H -5.4942 -4.0757 -0.8957
*
```

Record 2
C40H84N2O14PS6 | wB97M-V/def2-TZVPD

Calculated values
- HOMO (eV) = -10.867
- F_max (eV Å⁻¹) = 7.1
- LUMO (eV) = -3.67
- ΔE to the lowest compared entry with this formula, charge and spin (kcal/mol) = 0.0
- Kohn-Sham gap (hartree) = 0.264
- M (g/mol) = 1040.5

Geometry as ORCA input:
```
! RIJCOSX wB97M-V def2-TZVPD def2/J DEFGRID3
* xyz 1 1
S -0.2411 -0.4064 0.3619
S -5.0864 6.3312 -1.2592
S 6.2530 2.5230 -3.2560
S 1.5226 5.0198 -0.2978
S -4.7045 -2.7574 6.4420
S 0.8814 -7.4728 2.0388
P 1.2787 -5.6164 1.5327
O -4.5308 -3.1693 7.9930
O 6.9822 3.6663 -2.7742
O -5.9927 -2.1457 6.2593
O 2.2669 6.3520 0.2293
O -5.9953 5.3928 -0.3066
O -5.3304 5.9807 -2.6329
O -4.2575 -3.8506 5.6158
O 1.6775 3.9733 0.6838
O 1.8599 4.8147 -1.6841
O 6.6077 1.1796 -2.8733
O -0.1507 -1.0267 -1.0308
O -1.7093 0.0155 0.4858
O 6.1576 2.5987 -4.8667
O -3.7522 6.3902 -0.7168
N -0.5513 -1.5493 2.9051
N -2.0058 1.8797 4.0959
C 0.2020 -1.7452 1.6267
C -1.5739 -3.8459 -2.0023
C -3.4615 -1.4976 6.3977
C -0.2749 -3.1575 1.0011
C -5.8593 3.9752 -0.4256
C -1.7875 -3.2313 0.4873
C 4.5669 -2.6823 -2.2924
C -1.8768 0.5842 3.5446
C 2.7067 -2.3155 0.6474
C 4.5083 -1.5819 -1.1207
C -5.8918 7.8680 -0.9076
C 3.6576 6.2701 0.5594
C 0.7187 1.1582 0.5204
C -5.5080 -4.0359 8.5799
C -0.2064 0.8226 -4.4689
C 1.8131 -1.7120 1.8242
C -0.0978 -4.4112 2.0385
C -1.8778 1.8281 -2.5988
C -0.1357 5.6357 -0.2233
C -1.5179 -1.3985 -4.2046
C -0.7969 2.4289 4.5859
C 7.3735 2.6844 -5.6158
C -0.2520 -2.5244 4.0059
C 8.1125 1.3591 -5.6450
C -0.5052 -0.1525 3.4939
C 2.9845 -1.2924 -0.5948
C -1.1868 -0.2312 -5.2504
C 3.8226 -4.0619 -1.9531
C 4.5281 6.1833 -0.6809
C 0.1598 -4.0022 3.5642
C -1.2125 -4.0606 -4.5403
C -1.7170 -4.8752 -3.2201
C 0.6250 1.8586 4.6682
C -1.8885 -4.5037 -0.5419
C -2.0935 -2.7577 -4.8520
C -5.3514 -5.4679 8.1025
C -0.9657 2.1213 -3.9175
C 0.8257 0.4464 4.0850
C 4.5324 2.7549 -2.9113
C -4.5627 3.4825 0.1890
H -5.3537 -4.0014 9.6609
H -0.6366 -1.6023 -3.4842
H 1.8012 -0.1342 4.0604
H 4.0960 -4.9237 -2.6694
H 4.1082 -2.2328 -3.2528
H -4.5180 2.3910 0.1788
H -3.6977 3.8568 -0.3618
H -0.7920 4.8709 -0.6393
H -0.5965 -0.5705 -6.1673
H -2.1067 0.3813 -5.5597
H -2.8189 0.0738 3.1214
H -1.2290 -2.6187 4.6196
H -2.5137 -1.9250 6.7251
H -3.3770 -1.1537 5.3671
H 8.0094 3.4835 -5.2242
H -2.9859 1.9369 -2.8907
H -2.5086 -3.5109 1.3513
H 0.3369 -3.4648 0.0698
H 3.9074 7.1818 1.1071
H 1.3104 1.2917 1.4814
H 4.0648 -4.3648 -0.8655
H -4.3273 -5.8162 8.2584
H -5.9430 3.6679 -1.4719
H -1.1660 -4.7156 -5.4728
H -1.0666 -5.2774 -0.3788
H 4.2371 3.7547 -3.2273
H -1.5587 -1.7225 2.6735
H 1.2880 -4.1278 3.7860
H -5.3372 8.6556 -1.4170
H -2.9038 -5.0187 -0.4998
H -0.3966 5.8298 0.8164
H 2.5521 -5.2779 2.1337
H -5.5627 -5.5544 7.0350
H 2.6810 -3.8919 -2.0231
H 4.3911 2.6439 -1.8362
H -1.0815 -5.8182 -3.1383
H 0.5326 -2.1713 4.7637
H 2.4362 -3.3623 0.2907
H 7.4547 0.5589 -5.9937
H -0.3681 -4.7583 4.2601
H -2.8327 -5.0652 -3.3745
H 3.9612 1.9923 -3.4404
H 1.4584 -5.5868 0.1086
H -4.4666 3.8341 1.2196
H 2.2161 -0.6403 1.9939
H 0.2973 0.3285 -3.5540
H -6.5173 -3.6622 8.3859
H -0.0130 2.0510 0.4708
H -6.9144 7.8266 -1.2806
H -0.1466 2.8534 -3.5486
H -1.7027 2.6193 -1.7737
H 5.2472 -1.7539 -0.2698
H 1.5139 2.4353 5.1095
H -0.4709 -3.5185 -1.9677
H 5.5865 6.2213 -0.4150
H 4.3027 7.0027 -1.3677
H 4.3538 5.2517 -1.2220
H 3.8427 5.4280 1.2326
H -2.3590 -0.9879 -3.5216
H 2.1487 -2.2757 2.7807
H 1.3613 1.2596 -0.4344
H 8.4617 1.0789 -4.6494
H 5.6641 -2.9054 -2.5074
H 0.6419 1.1862 -5.1416
H -0.2013 6.5447 -0.8200
H -0.1449 -3.6758 -4.3047
H 4.8283 -0.5850 -1.6168
H 3.7625 -2.4412 1.1131
H -5.8735 8.0377 0.1684
H 2.3264 -1.5095 -1.5006
H -6.0384 -6.1303 8.6332
H 8.9839 1.4160 -6.3006
H -6.7008 3.5289 0.1097
H 2.9951 -0.2045 -0.2583
H -2.3063 -2.9885 -2.1637
H -1.5478 2.7044 -4.7193
H -1.6348 0.8206 -2.1194
H -2.1502 -2.3541 -0.1345
H -2.1960 -2.5750 -5.9792
H -1.0708 -5.0355 2.0263
H -3.1720 -2.9163 -4.4610
H -3.7638 -0.6749 7.0444
H -0.9049 3.5006 4.9989
H 7.0984 2.9620 -6.6361
*
```

Question: The highest LUMO belongs to which entry?
Answer: C40H83ClI2N5O14P2Si

Question: Which value of LUMO does entry 2 give?
Answer: -3.67 eV

Question: The highest F_max belongs to which entry?
Answer: C40H84N2O14PS6

Question: The highest HOMO belongs to which entry?
Answer: C40H83ClI2N5O14P2Si